A cluster of 10 separate species, C20H36Cl6O31S7 in total. Source: the OMol25 dataset; level of theory: ωB97M-V with the def2-TZVPD basis set.

Output
* lowest unoccupied orbital energy: -0.22 eV
* frontier orbital gap: 10.863 eV
* SMILES string: C[C@H]1COC(=O)O1.O=S1(=O)OCCO1.O=S1(=O)OCCO1.O=S1(=O)OCCO1.O=S1(=O)OCCO1.O=S1(=O)OCCO1.O=S1(=O)OCCO1.O=S1(=O)OCCO1.ClC(Cl)Cl.ClC(Cl)Cl
* E: -235765.0631 eV

Structure (XYZ):
```
100
Properties=species:S:1:pos:R:3:lowdin_charge:R:1
C 1.881 -5.197 -3.392 -1.48
Cl 2.420 -6.550 -4.499 0.47
Cl 0.750 -5.696 -2.133 0.52
Cl 1.110 -3.977 -4.456 0.48
H 2.706 -4.598 -3.008 0.01
C -1.327 2.710 -6.415 -1.43
Cl -1.724 1.028 -7.046 0.45
Cl -0.310 2.486 -4.924 0.47
Cl -2.868 3.523 -6.092 0.51
H -0.812 3.262 -7.202 0.02
C -4.440 -3.675 2.285 -0.01
C -5.291 -2.483 2.735 -0.36
C -6.585 -2.881 3.374 -0.11
O -6.456 -2.310 4.636 0.05
C -5.360 -1.505 4.744 -0.45
O -5.128 -0.868 5.789 0.11
O -4.584 -1.664 3.613 0.09
H -3.807 -4.012 3.106 0.09
H -3.764 -3.341 1.498 0.08
H -5.119 -4.489 2.030 0.08
H -5.393 -1.881 1.832 0.15
H -6.790 -3.949 3.453 0.14
H -7.472 -2.359 3.017 0.14
C 1.213 1.380 6.488 -0.16
C -0.324 1.605 6.218 -0.17
O -0.381 2.813 5.536 -0.22
S 0.868 3.819 5.951 0.72
O 0.722 4.368 7.297 -0.24
O 1.233 4.724 4.868 -0.24
O 1.837 2.527 6.001 -0.21
H 1.635 0.533 5.947 0.13
H 1.426 1.310 7.555 0.13
H -0.918 1.858 7.096 0.13
H -0.844 0.840 5.642 0.13
C 6.527 -0.381 -4.710 -0.23
C 5.375 -0.046 -3.802 -0.21
O 4.231 -0.114 -4.587 -0.20
S 4.504 0.299 -6.202 0.80
O 4.369 1.707 -6.517 -0.24
O 3.678 -0.592 -7.094 -0.27
O 6.105 -0.145 -5.987 -0.19
H 6.797 -1.437 -4.719 0.13
H 7.475 0.094 -4.456 0.14
H 5.464 0.942 -3.351 0.13
H 5.280 -0.711 -2.943 0.14
C -6.914 4.585 -0.582 -0.19
C -5.664 5.097 -1.276 -0.24
O -4.766 4.075 -1.426 -0.18
S -5.064 2.838 -0.306 0.75
O -4.482 3.103 0.996 -0.24
O -4.849 1.534 -0.893 -0.23
O -6.654 3.235 -0.441 -0.20
H -7.811 4.693 -1.191 0.14
H -7.030 5.103 0.370 0.13
H -5.295 5.957 -0.717 0.13
H -5.837 5.523 -2.265 0.13
C 1.552 6.627 -0.116 -0.17
C 0.064 6.666 0.155 -0.19
O -0.335 7.771 -0.638 -0.23
S 0.780 9.038 -0.626 0.78
O 0.282 10.009 0.382 -0.26
O 0.966 9.411 -2.028 -0.25
O 1.899 8.003 0.046 -0.22
H 1.980 6.205 -1.025 0.13
H 2.082 6.145 0.705 0.13
H -0.211 6.794 1.201 0.14
H -0.374 5.742 -0.221 0.13
C -5.153 -7.404 -4.769 -0.20
C -6.076 -6.483 -5.520 -0.20
O -5.865 -5.244 -4.868 -0.20
S -4.264 -4.960 -4.774 0.74
O -3.850 -4.114 -3.657 -0.23
O -3.735 -4.755 -6.105 -0.23
O -4.096 -6.573 -4.368 -0.21
H -4.760 -8.172 -5.435 0.13
H -5.695 -7.886 -3.955 0.13
H -7.117 -6.807 -5.508 0.14
H -5.745 -6.451 -6.558 0.13
C 0.337 -0.113 0.638 -0.18
C 0.954 -0.972 -0.493 -0.19
O 1.923 -1.642 0.214 -0.21
S 2.666 -0.706 1.321 0.71
O 3.688 0.110 0.656 -0.25
O 3.051 -1.544 2.440 -0.24
O 1.310 0.159 1.609 -0.18
H -0.429 -0.722 1.118 0.13
H -0.118 0.805 0.266 0.14
H 1.540 -0.369 -1.187 0.13
H 0.182 -1.578 -0.968 0.14
C 8.323 -3.420 5.373 -0.22
C 8.119 -2.561 4.170 -0.24
O 9.369 -2.474 3.581 -0.19
S 10.446 -2.151 4.830 0.78
O 10.251 -0.760 5.252 -0.24
O 11.780 -2.655 4.496 -0.24
O 9.652 -3.294 5.769 -0.19
H 8.196 -4.463 5.082 0.13
H 7.640 -3.285 6.212 0.14
H 7.788 -1.543 4.378 0.13
H 7.462 -3.092 3.480 0.14
```